The following is a DFT calculation (the ωB97M-V functional and the def2-TZVPD basis) of 2 unconnected molecules or ions with the total composition C4H9BrS in a non-equilibrium geometry.

## Properties
Charge ... 0
Energy ... -85167.8920 eV
Gap between HOMO and LUMO (spin up / spin down) ... 5.37 / 5.46 eV
LUMO energy (spin up / spin down) ... -3.888 / -3.872 eV
Energy relative to the best compared isomer or geometry (same formula, charge and spin) ... 3.169 eV
Multiplicity ... 1
HOMO energy (spin up / spin down) ... -9.253 / -9.329 eV

```
15
Properties=species:S:1:pos:R:3:forces:R:3:mulliken_charge:R:1
C 0.05268 0.48747 1.45833 -2.8 -2.7 -1.6 -1.30
C 1.40720 -0.89225 -0.32107 0.4 -1.1 2.5 -1.63
C -0.27610 0.65475 -1.17080 -2.2 -0.8 0.6 -1.30
C 0.03777 -0.25093 0.05187 -0.1 0.3 0.3 1.07
S -1.22058 -1.58410 0.02625 -0.6 1.2 0.1 0.11
Br -4.00742 0.43913 0.00582 1.4 -1.0 0.0 -0.33
H 0.07093 1.46953 1.16186 1.2 2.6 0.1 0.37
H -1.00716 0.41251 1.80956 0.9 -0.2 0.3 0.39
H 0.73838 0.05321 2.16163 0.4 0.3 0.2 0.35
H 2.18580 -0.15012 -0.63319 -1.1 -0.7 -0.5 0.36
H 1.27137 -1.87006 -0.84404 0.5 1.2 -0.5 0.43
H 1.81707 -1.23118 0.64467 0.1 -0.1 -0.2 0.46
H -0.06620 1.68587 -1.00424 0.7 0.7 0.1 0.34
H 0.34338 0.14480 -1.85348 0.3 0.5 -1.8 0.42
H -1.34712 0.63135 -1.49315 0.9 -0.1 0.3 0.27
```
Forces are in eV/Å.